(1)
{
  "formula": "C5H7N",
  "method": "wB97M-V/def2-TZVPD",
  "total_energy_ha": -249.285070,
  "mol_weight_g_mol": 81.118,
  "de_lowest_ev": 5.120,
  "lumo_ev": [0.535, 0.179],
  "e_homo_ev": [-6.67, -6.30],
  "gap_ev": [7.2, 6.5],
  "symbols": ["C", "C", "C", "N", "C", "C", "H", "H", "H", "H", "H", "H", "H"],
  "xyz": [[1.9852, -0.1237, -0.1867], [0.6370, -0.0930, -0.1269], [-0.2983, -1.1313, -0.4508], [-1.5326, -0.6710, -0.2207], [-1.6074, 0.5693, 0.2936], [-0.2179, 1.0165, 0.4435], [0.9357, 0.8650, 1.5420], [2.4920, -0.9939, -0.5724], [2.6038, 0.7826, -0.2007], [-0.0980, -2.0816, -0.8926], [-2.3589, -1.2227, -0.4107], [-2.5340, 1.0323, 0.5624], [-0.0065, 2.0514, 0.2200]]
}

=====

(2)
{
  "formula": "C5H7N",
  "method": "wB97M-V/def2-TZVPD",
  "total_energy_ha": -249.290095,
  "mol_weight_g_mol": 81.118,
  "de_lowest_ev": 4.984,
  "lumo_ev": 1.074,
  "smiles": "C#C[C@@H]1N[C@@H]1C",
  "e_homo_ev": -8.08,
  "gap_ev": 9.2,
  "symbols": ["C", "C", "C", "N", "C", "C", "H", "H", "H", "H", "H", "H", "H"],
  "xyz": [[-2.2226, 0.8253, -1.1892], [-1.0204, 0.7509, -1.0741], [0.4224, 0.7190, -0.9743], [1.1296, -0.5645, -1.0918], [1.1182, -0.1017, 0.2579], [0.2587, -0.6273, 1.3533], [-3.2852, 0.9257, -1.2906], [0.9320, 1.4144, -0.3057], [0.4079, -1.2853, -1.1321], [2.1293, 0.2242, 0.5610], [-0.7811, -0.6552, 1.0183], [0.5963, -1.6295, 1.6180], [0.3149, 0.0039, 2.2493]]
}

=====

(3)
{
  "formula": "C5H7N",
  "method": "wB97M-V/def2-TZVPD",
  "total_energy_ha": -249.266489,
  "mol_weight_g_mol": 81.118,
  "de_lowest_ev": 5.626,
  "lumo_ev": [-0.726, -0.717],
  "e_homo_ev": [-9.06, -9.05],
  "gap_ev": [8.3, 8.3],
  "symbols": ["N", "C", "C", "C", "C", "C", "H", "H", "H", "H", "H", "H", "H"],
  "xyz": [[2.7340, -0.3424, 1.3567], [1.9948, -0.1068, 0.4998], [1.1409, 0.2294, -0.6461], [-0.2390, 0.7249, -0.2850], [-0.6354, -1.0195, 1.5102], [-1.3230, 0.4417, -1.0193], [1.0666, -0.6442, -1.3025], [1.6625, 1.0110, -1.2158], [-0.2935, 1.4837, 0.4924], [-1.3850, -0.5563, 2.1926], [-1.1779, -1.9186, 1.1365], [-1.2724, -0.2467, -1.8619], [-2.2726, 0.9439, -0.8577]]
}

=====

(4)
{
  "formula": "C5H7N",
  "method": "wB97M-V/def2-TZVPD",
  "total_energy_ha": -249.361413,
  "mol_weight_g_mol": 81.118,
  "de_lowest_ev": 3.043,
  "lumo_ev": 0.666,
  "smiles": "C/C=C\\C1=NC1",
  "e_homo_ev": -9.40,
  "gap_ev": 10.1,
  "symbols": ["C", "C", "C", "C", "N", "C", "H", "H", "H", "H", "H", "H", "H"],
  "xyz": [[0.1098, 0.8366, 1.7861], [1.1857, 0.2738, 0.8752], [1.0346, -0.1249, -0.4111], [-0.3031, -0.3158, -0.9896], [-1.4538, -0.3911, -0.5090], [-1.3476, -0.8309, -1.9811], [0.0854, 0.2011, 2.5885], [-0.8437, 0.7384, 1.2263], [0.5148, 1.8449, 2.0350], [2.1824, 0.3465, 1.3272], [1.9259, -0.4818, -0.9915], [-1.8030, -0.1831, -2.6553], [-1.2874, -1.9137, -2.3006]]
}

=====

(5)
{
  "formula": "C5H7N",
  "method": "wB97M-V/def2-TZVPD",
  "total_energy_ha": -249.313754,
  "mol_weight_g_mol": 81.118,
  "de_lowest_ev": 4.340,
  "lumo_ev": 1.149,
  "smiles": "C1[C@@H]2[C@H]1[C@@H]1N[C@H]21",
  "e_homo_ev": -8.07,
  "gap_ev": 9.2,
  "symbols": ["C", "C", "C", "C", "N", "C", "H", "H", "H", "H", "H", "H", "H"],
  "xyz": [[-1.4944, -0.0276, 0.1482], [-0.4603, 0.5279, -0.6744], [-0.2699, -1.0538, -0.2256], [1.1699, -0.5803, 0.2032], [1.1647, 0.3665, 1.2791], [0.8984, 0.8316, -0.0765], [-2.4739, -0.0544, -0.3630], [-1.6256, 0.2272, 1.1961], [-0.6664, 0.8098, -1.7013], [-0.2164, -1.7472, -1.0671], [2.0968, -1.0949, -0.0543], [0.3412, 0.2341, 1.8590], [1.5391, 1.5783, -0.5161]]
}

=====

(6)
{
  "formula": "C5H7N",
  "method": "wB97M-V/def2-TZVPD",
  "total_energy_ha": -249.423627,
  "mol_weight_g_mol": 81.118,
  "de_lowest_ev": 1.350,
  "lumo_ev": 1.078,
  "smiles": "Cc1cc[nH]c1",
  "e_homo_ev": -8.38,
  "gap_ev": 9.5,
  "symbols": ["C", "C", "C", "C", "N", "C", "H", "H", "H", "H", "H", "H", "H"],
  "xyz": [[-0.3090, 1.5274, -1.2237], [0.0619, 0.3336, -0.3147], [0.4014, 0.3446, 1.0903], [0.4992, -0.9487, 1.5717], [0.1358, -1.6981, 0.4668], [-0.1160, -0.9496, -0.6505], [0.0505, 1.2898, -2.2248], [0.2723, 2.4664, -0.9078], [-1.3848, 1.8833, -1.1555], [0.3516, 1.2303, 1.6931], [1.0928, -1.3423, 2.3490], [-0.0996, -2.7171, 0.4268], [-0.9562, -1.4196, -1.1206]]
}

=====

(7)
{
  "formula": "C5H7N",
  "method": "wB97M-V/def2-TZVPD",
  "total_energy_ha": -249.294401,
  "mol_weight_g_mol": 81.118,
  "de_lowest_ev": 4.866,
  "lumo_ev": -0.471,
  "e_homo_ev": -10.27,
  "gap_ev": 9.8,
  "symbols": ["C", "C", "C", "C", "C", "N", "H", "H", "H", "H", "H", "H", "H"],
  "xyz": [[-2.1826, -0.0140, -0.0027], [0.5121, -1.0674, 0.7301], [0.5819, -0.9864, -0.8154], [0.0706, 0.0694, -0.0047], [0.3157, 1.5368, 0.0084], [-3.3290, -0.0773, -0.0155], [1.2228, -0.9908, 1.5813], [-0.1407, -1.8306, 0.9550], [1.4975, -0.9058, -1.2774], [-0.0585, -1.7645, -1.0385], [1.4464, 1.8844, -0.1384], [0.1122, 2.0861, 0.8619], [-0.0485, 2.0600, -0.8440]]
}

=====

(8)
{
  "formula": "C5H7N",
  "method": "wB97M-V/def2-TZVPD",
  "total_energy_ha": -249.329369,
  "mol_weight_g_mol": 81.118,
  "de_lowest_ev": 3.915,
  "lumo_ev": 0.578,
  "e_homo_ev": -8.22,
  "gap_ev": 8.8,
  "symbols": ["C", "C", "N", "C", "C", "C", "H", "H", "H", "H", "H", "H", "H"],
  "xyz": [[-1.7195, -0.6318, 0.6758], [-1.2487, 0.2514, -0.4630], [0.1013, 0.6948, -0.2250], [0.9758, 0.0905, -0.9861], [2.2716, 0.1422, -0.4914], [3.4159, 0.0760, -0.1257], [-1.0311, -1.4674, 0.8345], [-1.8096, -0.0992, 1.6295], [-2.6976, -1.0313, 0.4185], [-1.9079, 1.0905, -0.6562], [0.3184, 1.1622, 0.6610], [-1.1055, -0.3006, -1.3969], [4.4370, 0.0228, 0.1250]]
}

=====

(9)
{
  "formula": "C5H7N",
  "method": "wB97M-V/def2-TZVPD",
  "total_energy_ha": -249.190893,
  "spin_multiplicity": 3,
  "mol_weight_g_mol": 81.118,
  "de_lowest_ev": 2.765,
  "lumo_ev": [0.198, -4.357],
  "e_homo_ev": [-7.64, -9.41],
  "gap_ev": [7.8, 5.1],
  "symbols": ["C", "C", "C", "C", "C", "N", "H", "H", "H", "H", "H", "H", "H"],
  "xyz": [[2.5814, -0.1700, -1.1613], [0.3255, -0.9415, -0.8464], [-0.3097, -0.1807, -0.0132], [-1.7470, -0.4867, 0.3495], [0.2702, 1.0274, 0.6526], [3.6820, 0.2052, -1.2999], [0.2672, -1.7913, -1.4763], [-1.7888, -0.8216, 1.3853], [-2.1618, -1.2639, -0.2868], [-2.3471, 0.4164, 0.2535], [0.0262, 1.0311, 1.7142], [-0.1490, 1.9286, 0.2049], [1.3509, 1.0470, 0.5239]]
}

=====

(10)
{
  "formula": "C5H7N",
  "method": "wB97M-V/def2-TZVPD",
  "total_energy_ha": -249.173233,
  "spin_multiplicity": 3,
  "mol_weight_g_mol": 81.118,
  "de_lowest_ev": 3.246,
  "lumo_ev": [0.928, -0.576],
  "e_homo_ev": [-4.46, -10.41],
  "gap_ev": [5.4, 9.8],
  "symbols": ["C", "C", "C", "C", "C", "N", "H", "H", "H", "H", "H", "H", "H"],
  "xyz": [[-2.4977, 1.5964, -0.8303], [-1.5134, 1.1531, -1.3758], [0.8473, -0.3930, 0.0326], [1.4295, 0.9952, 0.1555], [-0.5712, -2.3829, 0.4859], [0.1766, -1.3262, 0.3078], [-3.2547, 2.0011, -0.2908], [1.0291, 1.5584, 1.0038], [2.5152, 0.8219, 0.1870], [1.2531, 1.6279, -0.7637], [-0.2291, -3.2091, 1.0769], [-0.5224, 0.6465, -1.6773], [-1.6506, -2.4910, 0.0518]]
}

=====

(11)
{
  "formula": "C5H7N2",
  "method": "wB97M-V/def2-TZVPD",
  "total_energy_ha": -303.798296,
  "mol_weight_g_mol": 95.125,
  "de_lowest_ev": 6.005,
  "lumo_ev": -4.396,
  "e_homo_ev": -14.37,
  "gap_ev": 10.0,
  "total_charge": 1,
  "symbols": ["C", "C", "C", "C", "C", "N", "N", "H", "H", "H", "H", "H", "H", "H"],
  "xyz": [[-0.5570, 0.3969, -1.6938], [1.4961, 0.3226, -0.0987], [0.3279, -0.2977, -0.5558], [0.2327, -1.8219, -0.2966], [-1.6035, 1.2732, 0.5032], [-0.7536, 0.6927, -0.4647], [2.5046, 0.6656, 0.4067], [-0.7307, -2.2044, -0.5745], [0.3658, -2.2093, 0.6647], [0.8670, -2.4164, -1.0425], [-1.4096, 0.9913, 1.5616], [-1.3792, 2.2964, 0.4078], [-2.6120, 1.1770, 0.3274], [3.2515, 1.1339, 0.8552]]
}

=====

(12)
{
  "formula": "C5H7N2",
  "method": "wB97M-V/def2-TZVPD",
  "total_energy_ha": -303.801780,
  "mol_weight_g_mol": 95.125,
  "de_lowest_ev": 5.910,
  "lumo_ev": -4.921,
  "smiles": "C=C=N[N+]#CCC",
  "e_homo_ev": -14.69,
  "gap_ev": 9.8,
  "total_charge": 1,
  "symbols": ["C", "C", "N", "N", "C", "C", "C", "H", "H", "H", "H", "H", "H", "H"],
  "xyz": [[3.7995, -1.3087, -2.0244], [2.7471, -1.3975, -1.1918], [1.8069, -1.4297, -0.2470], [0.8080, -0.6449, -0.3011], [-0.1331, 0.0194, -0.1933], [-1.1004, 0.9888, 0.0725], [-1.3277, 0.7699, 1.5829], [3.6923, -1.9076, -2.9231], [4.5992, -0.6303, -1.9092], [-0.6372, 1.8043, -0.3452], [-2.0614, 0.7485, -0.4305], [-1.5667, -0.1510, 1.9403], [-2.1529, 1.3848, 1.9064], [-0.4696, 0.9912, 2.2735]]
}

=====

(13)
{
  "formula": "C5H7N2",
  "method": "wB97M-V/def2-TZVPD",
  "total_energy_ha": -303.678858,
  "spin_multiplicity": 3,
  "mol_weight_g_mol": 95.125,
  "de_lowest_ev": 4.916,
  "lumo_ev": [-3.415, -6.738],
  "e_homo_ev": [-12.44, -15.47],
  "gap_ev": [9.0, 8.7],
  "total_charge": 1,
  "symbols": ["C", "C", "C", "C", "C", "N", "N", "H", "H", "H", "H", "H", "H", "H"],
  "xyz": [[2.5267, -1.9978, -0.4810], [1.5984, -1.3247, -0.7716], [0.0362, 1.6878, -0.5108], [-0.6097, 1.0686, 0.6751], [0.5587, -0.3254, -0.7241], [0.6852, 0.8838, -1.2031], [-0.2717, -0.3120, 0.4906], [3.2544, -2.7080, -0.4431], [-0.1217, 2.7311, -0.5678], [-0.6189, 1.5003, 1.6960], [-1.7425, 1.1319, 0.5944], [-0.8087, -1.1366, -2.0194], [0.3080, -0.8698, 1.1797], [-1.0485, -0.7765, 0.1026]]
}

=====

(14)
{
  "formula": "C5H7N2O2S",
  "method": "wB97M-V/def2-TZVPD",
  "total_energy_ha": -852.399228,
  "mol_weight_g_mol": 159.190,
  "de_lowest_ev": 4.985,
  "lumo_ev": -6.227,
  "e_homo_ev": -13.69,
  "gap_ev": 7.5,
  "total_charge": 1,
  "symbols": ["C", "C", "C", "C", "C", "N", "N", "O", "O", "S", "H", "H", "H", "H", "H", "H", "H"],
  "xyz": [[-0.7510, 0.6750, 1.0120], [-0.8175, 0.5690, 2.2925], [-1.0210, 1.5025, -0.1358], [0.7657, -0.2394, -0.9530], [-0.2313, -0.9520, -1.8814], [1.3421, -0.9324, 1.4252], [0.5902, -0.5040, 0.4540], [-1.0844, 0.5404, 3.4026], [0.8897, -1.1982, 2.5326], [0.5797, 1.6159, -1.0232], [-1.8011, 1.2116, -0.7324], [-1.3508, 2.4161, 0.0985], [1.8228, -0.2242, -1.1260], [-0.9031, -0.2102, -2.4199], [-0.8254, -1.6735, -1.4018], [0.4132, -1.4703, -2.7109], [2.3821, -1.1264, 1.1669]]
}

=====

(15)
{
  "formula": "C5H7N2O4",
  "method": "wB97M-V/def2-TZVPD",
  "total_energy_ha": -605.196396,
  "mol_weight_g_mol": 159.121,
  "de_lowest_ev": 2.212,
  "lumo_ev": 3.887,
  "smiles": "O=C1C(O)=C([O-])NN[C@H]1CO",
  "e_homo_ev": -3.53,
  "gap_ev": 7.4,
  "total_charge": -1,
  "symbols": ["O", "C", "C", "O", "C", "O", "N", "N", "C", "C", "O", "H", "H", "H", "H", "H", "H", "H"],
  "xyz": [[0.4471, -2.2214, 0.0326], [-0.1464, -1.1265, -0.1124], [-1.4833, -0.7553, -0.0359], [-2.4900, -1.7239, 0.2849], [-2.0247, 0.5546, -0.1784], [-3.2319, 0.8730, -0.1693], [-1.0793, 1.5768, -0.2126], [0.2234, 1.4222, 0.1978], [0.8919, 0.2394, -0.3354], [2.2983, 0.0273, 0.2331], [2.8072, -1.0853, -0.5113], [-3.1676, -1.1357, 0.5996], [-1.2041, 2.5371, -0.3843], [0.0856, 1.3471, 1.1600], [0.9229, 0.4933, -1.4695], [2.2654, -0.2719, 1.2494], [2.8712, 0.8514, -0.0207], [2.0144, -1.6019, -0.3276]]
}

=====

(16)
{
  "formula": "C5H7N2O4P",
  "method": "wB97M-V/def2-TZVPD",
  "total_energy_ha": -946.600473,
  "mol_weight_g_mol": 190.095,
  "de_lowest_ev": 0.837,
  "lumo_ev": 5.941,
  "e_homo_ev": -0.10,
  "gap_ev": 6.0,
  "total_charge": -2,
  "symbols": ["C", "C", "C", "C", "C", "N", "N", "O", "O", "O", "O", "P", "H", "H", "H", "H", "H", "H", "H"],
  "xyz": [[-2.3015, -1.3016, -0.9470], [-1.1819, -0.5527, -0.5933], [-0.6662, -2.6678, -0.5291], [1.2675, -1.1354, -0.0078], [0.2387, 2.3445, 1.6153], [-1.9730, -2.5984, -0.8609], [-0.1033, -1.4519, -0.3564], [2.0863, 1.5219, 0.0095], [1.3665, 3.9533, 0.1039], [-0.0909, 2.2782, -1.1942], [-0.8940, 2.2814, 2.0736], [0.9164, 2.4749, -0.1245], [-3.3861, -1.0314, -0.9433], [-1.0733, 0.5084, -0.5697], [-0.2772, -3.6572, -0.3224], [1.9171, -1.8760, -0.4473], [1.4602, -1.3196, 1.1451], [1.1589, 2.3103, 2.2363], [1.5356, -0.0807, -0.2876]]
}

=====

(17)
{
  "formula": "C5H7N2P",
  "method": "wB97M-V/def2-TZVPD",
  "total_energy_ha": -645.454781,
  "mol_weight_g_mol": 126.099,
  "de_lowest_ev": 3.001,
  "lumo_ev": 0.660,
  "smiles": "c1cc(P2CC2)n[nH]1",
  "e_homo_ev": -8.22,
  "gap_ev": 8.9,
  "symbols": ["C", "C", "C", "P", "C", "C", "N", "N", "H", "H", "H", "H", "H", "H", "H"],
  "xyz": [[2.5800, 0.0967, -1.9668], [1.4278, 0.8095, -1.5075], [0.8870, -0.1403, -0.5471], [-0.7353, -0.0605, 0.6017], [-2.4033, 0.1154, -0.2880], [-2.4388, 1.3126, 0.6343], [1.5675, -1.2299, -0.3883], [2.5566, -1.1467, -1.2921], [3.4306, 0.3525, -2.5946], [0.9021, 1.7118, -1.6939], [-3.2611, -0.5027, -0.1804], [-2.1413, 0.1867, -1.3607], [-2.1719, 2.3394, 0.2073], [-2.8177, 1.1332, 1.6136], [3.4271, -1.6431, -1.2468]]
}

=====

(18)
{
  "formula": "C5H7N3",
  "method": "wB97M-V/def2-TZVPD",
  "total_energy_ha": -358.751512,
  "mol_weight_g_mol": 109.132,
  "de_lowest_ev": 7.262,
  "lumo_ev": 0.015,
  "e_homo_ev": -9.62,
  "gap_ev": 9.6,
  "symbols": ["C", "C", "C", "C", "C", "H", "H", "H", "H", "H", "H", "H", "N", "N", "N"],
  "xyz": [[-1.1992, -0.0047, 1.9461], [-1.9600, -0.5466, 0.7982], [0.3380, -0.0401, -0.3522], [0.9831, 1.0432, -1.8492], [1.8360, -0.4502, -0.6195], [-0.7852, -0.6225, 2.8788], [-1.4786, 1.1857, 2.0912], [-2.5437, -1.5188, 0.4851], [-2.4309, 0.3418, 0.1140], [0.8177, 1.6584, -2.8999], [2.3600, -1.7447, -0.6771], [2.7326, 0.0883, 0.1540], [-0.5772, -0.7019, 0.7268], [-0.0366, 1.0002, -0.9713], [1.9440, 0.3119, -1.8250]]
}

=====

(19)
{
  "formula": "C5H7N3",
  "method": "wB97M-V/def2-TZVPD",
  "total_energy_ha": -358.761251,
  "mol_weight_g_mol": 109.132,
  "de_lowest_ev": 6.997,
  "lumo_ev": 0.498,
  "e_homo_ev": -7.79,
  "gap_ev": 8.3,
  "symbols": ["C", "C", "C", "C", "C", "H", "H", "H", "H", "H", "H", "H", "N", "N", "N"],
  "xyz": [[1.1304, -0.1651, 0.0487], [0.1949, 1.6984, -0.0889], [-0.8687, 0.7486, -0.2664], [-2.3041, 0.0157, 0.0959], [-1.3334, -1.3197, 0.1457], [2.6465, -1.2865, -1.1778], [2.8801, -0.6346, 0.7296], [0.1528, 2.7745, 0.6227], [-3.3430, 0.0348, -0.5528], [-2.6566, 0.3964, 0.9520], [-1.6170, -1.8516, -0.6774], [-0.9997, -1.8760, 0.9660], [2.0050, -1.2210, 0.0734], [1.3658, 1.0861, 0.0984], [-0.2247, -0.3543, -0.2394]]
}

=====

(20)
{
  "formula": "C5H7N3",
  "method": "wB97M-V/def2-TZVPD",
  "total_energy_ha": -358.742346,
  "mol_weight_g_mol": 109.132,
  "de_lowest_ev": 7.511,
  "lumo_ev": -0.131,
  "smiles": "C/N=N/c1cc[nH]c1",
  "e_homo_ev": -8.42,
  "gap_ev": 8.3,
  "symbols": ["C", "N", "N", "C", "C", "C", "N", "C", "H", "H", "H", "H", "H", "H", "H"],
  "xyz": [[3.0519, 0.0869, -1.2686], [1.3874, -0.2509, -1.4662], [1.0391, 0.0394, -0.1471], [-0.4087, -0.0865, 0.1757], [-0.8809, -0.4166, 1.4894], [-2.3322, -0.5170, 1.6069], [-2.7091, 0.1544, 0.4892], [-1.5968, 0.4767, -0.3431], [3.4665, 0.1540, -0.1657], [3.7860, -0.3749, -2.2390], [3.0451, 1.2524, -1.3525], [0.1869, -0.9409, 1.8658], [-2.9313, -0.8551, 2.4803], [-3.5080, 0.6503, 0.1983], [-1.5960, 0.6277, -1.3234]]
}